# 1
Below is a cluster of 2 separate species, H4OS2 in total in a non-equilibrium geometry, with properties calculated with ωB97M-V with the def2-TZVPD basis set.

Atoms and positions in Å:
O: 3.34333 -1.96548 -1.91492
H: 3.39672 -1.17342 -1.33350
H: 2.92271 -2.65650 -1.35472
S: -1.53184 1.84861 0.68202
S: -3.32028 0.76228 0.70456
H: -0.78520 1.54604 1.76529
H: -4.02544 1.63846 1.45126

Forces on atoms 1 to 3 (eV/Å):
-0.4 0.1 1.2
-0.1 -0.9 -0.6
0.4 0.8 -0.6

Calculated values
Orbital gap ... 0.36260 hartree
ΔE to the lowest compared entry with this formula, charge and spin ... 6.6 kcal/mol
Structure (SMILES) ... SS.O
LUMO energy ... 0.10 eV

=====

# 2
Below is a structure of composition C28H29N6ORuS6SbSi, with properties calculated with ωB97M-V with the def2-TZVPD basis set.

Atoms and positions in Å:
Ru: 0.94400 1.69920 0.61978
S: 4.28104 -0.71680 3.09298
Sb: 3.43794 1.35523 2.64339
S: 0.98624 1.26105 2.86452
S: 3.27971 1.70218 0.25791
S: 4.17963 3.19935 3.74191
S: 0.89203 7.40092 -4.62313
N: 0.81938 5.77514 -4.78645
C: 0.84821 5.26371 -3.57112
C: 0.81053 3.85967 -3.25124
C: 0.76068 2.87752 -4.21942
C: 0.72523 1.54134 -3.83580
C: 0.73448 1.24000 -2.47890
N: 0.79281 2.14982 -1.52026
C: 0.83896 3.48779 -1.86506
C: 0.93175 4.46004 -0.85295
N: 0.98946 4.05006 0.44897
C: 1.12038 4.92880 1.41764
C: 1.19659 6.30494 1.19497
C: 1.12586 6.76360 -0.11070
C: 0.99277 5.85983 -1.15323
C: 0.93229 6.25257 -2.53510
N: 0.96267 7.49051 -2.99150
H: 0.75370 3.17378 -5.26038
H: 0.68759 0.74065 -4.55958
H: 0.68844 0.20640 -2.17300
H: 1.17201 4.52968 2.42494
H: 1.30918 6.98379 2.02748
H: 1.17642 7.81855 -0.34892
C: 4.48529 -5.49993 2.34471
C: 4.06770 -4.20814 1.64983
C: 2.76821 -3.66639 2.24220
N: 2.30547 -2.49672 1.51460
C: 1.25228 -2.38111 0.75321
S: 0.81366 -0.96094 -0.04875
N: 0.35206 -3.43969 0.58563
C: 0.60307 -4.72047 0.11351
O: 1.71854 -5.17037 -0.02088
C: -0.62706 -5.49558 -0.22695
C: -1.90086 -5.17068 0.24110
C: -2.99164 -5.95013 -0.10520
C: -2.82747 -7.06406 -0.91531
C: -1.56187 -7.39702 -1.37834
C: -0.47075 -6.61936 -1.03568
H: 5.43695 -5.85718 1.95118
H: 3.73612 -6.27610 2.17683
H: 4.59363 -5.34826 3.42066
H: 3.90819 -4.40072 0.58987
H: 4.84524 -3.44837 1.75727
H: 2.94153 -3.35590 3.27505
H: 1.99787 -4.43465 2.22123
H: 2.87203 -1.65745 1.68238
H: -0.54039 -3.07047 0.29516
H: -2.05301 -4.32765 0.90261
H: -3.97541 -5.68911 0.26244
H: -3.68101 -7.67599 -1.17641
H: -1.42734 -8.26771 -2.00702
H: 0.52245 -6.86273 -1.38886
C: -4.80747 0.24539 0.22133
Si: -4.10357 1.94555 0.65256
C: -4.71749 3.20527 -0.61196
C: -4.70821 2.45539 2.36581
C: -2.27490 1.85310 0.59804
C: -1.05695 1.78579 0.57134
H: -5.89978 0.24984 0.22788
H: -4.46700 -0.50652 0.93609
H: -4.47479 -0.06345 -0.77143
H: -5.80876 3.25727 -0.61827
H: -4.38475 2.93867 -1.61663
H: -4.33254 4.20165 -0.38809
H: -5.79954 2.48515 2.40016
H: -4.33411 3.44572 2.63092
H: -4.36354 1.75474 3.12840

Forces on atoms 1 to 3 (eV/Å):
0.8 0.3 0.4
0.0 0.4 0.0
0.5 0.4 0.4

Calculated values
Orbital gap (spin up / spin down) ... 0.16103 / 0.21281 hartree
ΔE to the lowest compared entry with this formula, charge and spin ... 10.5 kcal/mol
⟨S²⟩ ... 8.8213
LUMO energy (spin up / spin down) ... 1.63 / 0.24 eV
Spin multiplicity ... 6
Net charge ... -1

=====

# 3
Below is a structure of composition C14H11BrNO7Re, with properties calculated with ωB97M-V with the def2-TZVPD basis set.

Atoms and positions in Å:
Re: -0.05415 -0.41845 0.11329
O: -2.50591 2.92455 -1.12050
C: -1.64946 2.05780 -0.65289
O: -1.53650 0.91196 -1.05610
C: -0.81472 2.58327 0.48852
O: 0.32469 1.74570 0.69972
C: 1.53969 2.20711 0.05998
C: 1.66935 1.50162 -1.27892
O: 2.13089 1.96510 -2.26945
O: 1.22831 0.23844 -1.14455
H: -3.05428 2.52116 -1.81726
H: -1.41985 2.55424 1.39556
H: -0.51609 3.61326 0.30152
H: 2.36333 1.89788 0.70254
H: 1.52971 3.28866 -0.04224
Br: 0.06378 -2.52916 -1.20194
C: 1.50638 -3.35163 -0.23956
C: 2.02900 -4.53343 -0.66144
C: 3.06227 -5.09969 0.11110
C: 3.50501 -4.46656 1.23918
C: 2.94660 -3.23562 1.65698
C: 3.40245 -2.56220 2.81755
C: 2.84220 -1.37308 3.19279
C: 1.80391 -0.80527 2.43400
C: 1.31100 -1.39594 1.28011
C: 1.90749 -2.64586 0.89964
H: 1.67108 -5.02869 -1.55385
H: 3.49713 -6.03963 -0.19890
H: 4.29813 -4.90403 1.83221
H: 4.19985 -3.00596 3.40035
H: 3.19095 -0.86381 4.08112
H: 1.37761 0.12908 2.78181
O: -1.88585 -1.34364 0.66262
N: -1.97076 -0.82668 1.80477
O: -0.93566 -0.12178 1.97424

Forces on atoms 1 to 3 (eV/Å):
0.0 -0.2 0.0
0.0 0.0 0.0
0.0 0.0 0.0

Calculated values
Orbital gap (spin up / spin down) ... 0.26234 / 0.23891 hartree
⟨S²⟩ ... 0.7759
LUMO energy (spin up / spin down) ... -4.08 / -5.20 eV
Spin multiplicity ... 2
Net charge ... +1

=====

no.,electronic energy (a.u.)
1,-873.99043
2,-4502.06188
3,-3773.51555